# C22H41BrClNO5

A cluster of 2 separate species, C22H41BrClNO5 in total at a distorted geometry (ωB97M-V/def2-TZVPD, the OMol25 dataset).

```
! wB97M-V def2-TZVPD RIJCOSX def2/J DEFGRID3
* xyz 0 1
C 4.385 -1.656 1.786
C 3.948 -0.662 0.722
C 2.453 -0.664 0.545
Br 1.654 -2.400 0.211
N 1.919 0.303 -0.507
C 1.668 1.657 0.186
C 0.318 1.569 0.941
C -0.745 2.607 0.592
C -2.059 2.303 1.303
C -3.112 3.415 1.148
C -4.310 3.025 0.279
C -5.063 1.765 0.746
C -4.774 0.497 -0.067
C -5.841 -0.602 0.080
C -5.343 -1.841 0.822
C -4.196 -2.583 0.102
O -4.094 -2.278 -1.278
C -4.944 -3.073 -2.076
C 1.831 2.812 -0.784
C 3.235 2.848 -1.385
C 3.736 1.458 -1.821
C 2.597 0.452 -1.872
C 2.892 -0.877 -2.592
C 4.293 -1.460 -2.477
O 5.281 -0.837 -2.661
Cl 4.342 -3.143 -2.011
H 3.746 -1.613 2.672
H 5.413 -1.473 2.087
H 4.375 -2.675 1.409
H 4.456 -0.881 -0.214
H 4.229 0.357 1.017
H 1.969 -0.347 1.465
H 0.988 -0.068 -0.704
H 2.473 1.739 0.919
H 0.510 1.619 2.016
H -0.126 0.577 0.783
H -0.405 3.610 0.861
H -0.918 2.612 -0.490
H -2.455 1.372 0.889
H -1.860 2.101 2.359
H -2.635 4.295 0.704
H -3.471 3.728 2.131
H -4.997 3.874 0.256
H -3.976 2.882 -0.755
H -4.827 1.583 1.802
H -6.138 1.957 0.715
H -3.809 0.080 0.236
H -4.655 0.762 -1.121
H -6.702 -0.207 0.628
H -6.208 -0.888 -0.906
H -4.974 -1.530 1.804
H -6.176 -2.520 1.014
H -3.232 -2.321 0.541
H -4.320 -3.665 0.228
H -4.647 -4.127 -2.037
H -4.859 -2.718 -3.102
H -5.992 -2.998 -1.763
H 1.658 3.718 -0.201
H 1.055 2.797 -1.551
H 3.229 3.526 -2.239
H 3.930 3.273 -0.659
H 4.150 1.499 -2.828
H 4.548 1.101 -1.193
H 1.796 0.906 -2.457
H 2.143 -1.632 -2.374
H 2.808 -0.641 -3.658
C 6.904 -4.619 2.776
O 6.627 -5.764 2.384
O 6.661 -3.608 1.757
O 7.222 -4.147 3.863
H 6.419 -4.157 1.003
*
```

Values from the calculation:
Kohn-Sham gap = 5.24 eV
Lowest unoccupied orbital energy = -0.9660 eV
Highest occupied orbital energy = -6.203 eV